C18H39IrNOP2Si | wB97M-V/def2-TZVPD

Output
Lowest unoccupied orbital energy (spin up / spin down), eV: 0.496 / -2.650
Gap between HOMO and LUMO (spin up / spin down), eV: 3.4 / 5.1
E_tot, Eh: -1915.5112

ORCA input file:
```
! RIJCOSX wB97M-V def2-TZVPD def2/J DEFGRID3
* xyz 0 6
Ir 0.08 0.36 -0.16
P -1.13 -0.41 -2.11
P 1.56 0.91 1.64
N 1.11 -1.20 -0.25
H -1.32 1.33 -0.19
C 0.10 -0.40 -3.47
H -0.39 -0.30 -4.44
H 0.64 -1.35 -3.47
H 0.78 0.42 -3.25
C -2.50 0.66 -2.66
H -2.88 0.24 -3.60
H -2.12 1.68 -2.82
H -3.28 0.67 -1.89
C -1.74 -2.12 -2.03
H -2.27 -2.33 -2.97
H -2.43 -2.25 -1.19
H -0.88 -2.78 -1.92
C 3.22 1.28 0.96
H 3.93 1.06 1.74
H 3.24 2.33 0.73
H 3.47 0.69 0.08
C 1.23 2.35 2.77
H 1.89 2.31 3.63
H 0.20 2.33 3.11
H 1.41 3.27 2.24
C 1.95 -0.51 2.75
H 2.85 -0.28 3.30
H 2.11 -1.39 2.14
H 1.12 -0.67 3.43
C 1.24 -2.52 -0.11
C 2.47 -4.49 -0.75
C 2.25 -3.14 -0.92
C 0.46 -3.29 0.79
C 0.72 -4.62 0.91
C 1.72 -5.25 0.15
H 3.24 -4.97 -1.33
H 2.80 -2.51 -1.62
H -0.34 -2.82 1.38
H 0.15 -5.20 1.60
H 1.93 -6.30 0.26
C 0.83 2.94 -1.41
O 1.38 1.79 -1.16
C 0.17 3.12 -2.70
H -0.80 3.62 -2.64
H 0.03 2.17 -3.20
H 0.94 3.75 -3.18
C 0.62 3.91 -0.31
H 1.63 4.13 0.05
H 0.03 3.60 0.58
H 0.13 4.83 -0.65
C -1.41 -0.07 3.01
Si -1.76 0.41 1.20
C -3.15 -0.82 0.74
C -2.57 2.16 1.24
H -1.00 -1.09 3.10
H -2.40 -0.06 3.49
H -0.75 0.62 3.55
H -3.89 -0.70 1.55
H -3.63 -0.61 -0.22
H -2.78 -1.86 0.76
H -3.56 1.97 1.69
H -1.95 2.85 1.84
H -2.68 2.54 0.21
*
```